# 1
Computed, not measured: a 12-piece molecular cluster, C4H31NO12S2 overall in a non-equilibrium geometry, with ωB97M-V/def2-TZVPD.

For the energy relative to the best compared isomer or geometry (same formula, charge and spin), the calculation gives 0.0 kcal/mol. The HOMO-LUMO gap is 8.67 eV. The HOMO energy is -8.608 eV. The calculation puts the maximum force at 9.1 eV/Å. Its SMILES is CNC(=O)CCSS.O.O.O.O.O.O.O.O.O.O.O.

```
! RIJCOSX wB97M-V def2-TZVPD def2/J DEFGRID3
* xyz 0 1
C -2.92 0.60 1.60
N -1.89 1.34 2.23
C -0.60 0.91 2.56
O 0.46 1.50 2.21
C -0.46 -0.11 3.57
C 0.20 -1.44 3.09
S -0.51 -2.24 1.55
S -2.14 -3.20 2.24
H -2.99 1.02 0.55
H -3.79 0.65 2.26
H -2.78 -0.52 1.46
H -1.97 2.38 2.11
H 0.16 0.32 4.36
H -1.29 -0.28 4.25
H 1.24 -1.29 2.91
H 0.07 -2.25 3.87
H -1.64 -4.33 2.61
O 1.93 0.36 -4.06
H 2.69 -0.04 -3.61
H 1.21 -0.36 -4.07
O 3.07 0.06 -0.90
H 3.72 -0.59 -1.28
H 3.09 -0.19 0.04
O 2.45 2.58 -1.73
H 2.58 1.85 -1.15
H 2.61 2.21 -2.69
O 3.15 -0.42 1.82
H 2.78 0.23 2.44
H 3.83 -1.02 2.12
O 3.53 -2.44 -1.60
H 2.87 -2.98 -2.01
H 3.27 -2.54 -0.67
O 0.38 -2.25 -2.42
H 0.28 -1.60 -1.78
H -0.49 -2.31 -2.63
O -0.05 3.13 -1.62
H 0.41 3.25 -0.78
H 0.47 3.12 -2.47
O -1.02 3.78 1.49
H -0.33 4.44 1.67
H -1.05 3.76 0.54
O -3.47 -2.64 -2.14
H -3.61 -1.99 -1.60
H -3.94 -3.43 -1.85
O -2.83 -0.09 -1.08
H -1.97 -0.49 -1.05
H -2.76 0.38 -2.05
O -0.96 0.81 -2.58
H -0.51 1.64 -2.23
H -0.46 0.73 -3.52
*
```

Mulliken population analysis, charges in e, atoms 1 to 5: C -0.62; N 0.09; C 0.24; O -0.59; C -0.75

# 2
Computed, not measured: a 12-piece molecular cluster, C4H31NO13 overall in a non-equilibrium geometry, with ωB97M-V/def2-TZVPD.

For the energy relative to the best compared isomer or geometry (same formula, charge and spin), the calculation gives 0.2 kcal/mol. The HOMO-LUMO gap (alpha / beta) is 10.97 / 5.74 eV. The HOMO energy (alpha / beta) is -14.172 / -14.141 eV. The calculation puts the maximum force at 3.4 eV/Å.

```
! RIJCOSX wB97M-V def2-TZVPD def2/J DEFGRID3
* xyz 1 2
C 1.13 1.90 -0.68
N 1.26 0.60 -0.32
C 2.35 -0.13 -0.95
C 0.16 -0.06 0.32
C 0.20 0.45 1.81
O -0.71 -0.11 2.71
O 0.20 2.59 -0.26
H 1.88 2.38 -1.32
H 1.90 -1.07 -1.32
H 2.72 0.46 -1.82
H 3.06 -0.44 -0.20
H 0.34 -1.14 0.39
H -0.76 0.09 -0.27
H 1.20 0.16 2.19
H 0.14 1.56 1.94
H -1.68 0.21 2.49
H -2.38 -0.63 -0.79
H -3.64 -0.71 0.21
O -2.80 -1.09 -0.02
H -4.27 2.31 -1.61
H -3.62 1.15 -1.06
O -4.24 1.36 -1.77
H -2.84 3.33 0.85
H -1.71 2.50 0.24
O -2.64 2.44 0.49
H -3.36 1.40 1.87
H -3.82 -0.12 2.18
O -3.26 0.61 2.42
H 3.10 0.26 3.50
H 2.77 -1.24 3.28
O 3.52 -0.59 3.26
H 1.92 0.85 -4.37
H 1.22 -0.52 -3.92
O 1.14 0.44 -3.97
H -0.36 -2.16 2.37
H -0.30 -3.70 2.82
O 0.11 -3.00 2.30
H 1.64 -4.57 -0.63
H 0.68 -3.34 -0.13
O 1.12 -3.77 -0.87
H 0.04 -2.50 -3.27
H 1.03 -2.54 -2.11
O 0.80 -2.02 -2.92
H 4.44 2.03 1.21
H 2.94 2.30 1.40
O 3.77 2.71 1.10
H -0.70 0.11 -2.36
H -2.08 0.94 -2.44
O -1.59 0.26 -1.98
*
```

Mulliken population analysis, charges in e, atoms 1 to 5: C -0.22; N 0.89; C -0.45; C 0.87; C -0.21

# 3
Computed, not measured: a 13-piece molecular cluster, C4H31NO15 overall in a non-equilibrium geometry, with ωB97M-V/def2-TZVPD.

For the energy relative to the best compared isomer or geometry (same formula, charge and spin), the calculation gives 101.9 kcal/mol. The HOMO-LUMO gap is 9.88 eV. The HOMO energy is -9.875 eV. The calculation puts the maximum force at 5.4 eV/Å.

```
! RIJCOSX wB97M-V def2-TZVPD def2/J DEFGRID3
* xyz 0 1
C -4.77 -1.01 1.02
N -3.63 -1.76 0.66
C -3.07 -2.63 -1.55
C -2.75 -1.58 -0.53
C -1.30 -1.56 -0.10
O -0.83 -2.35 0.83
O -0.62 -0.77 -0.79
O -5.42 -0.28 0.34
H -5.05 -1.27 2.03
H -3.05 -2.03 1.51
H -3.03 -3.66 -1.09
H -2.24 -2.72 -2.26
H -4.03 -2.60 -1.94
H -2.88 -0.57 -1.04
H 0.75 -2.21 3.31
H 1.99 3.89 0.75
H 0.75 2.86 0.70
O 0.98 3.73 0.65
H -2.66 2.12 -2.42
H -2.06 0.68 -2.42
O -2.31 1.44 -2.92
H -0.26 3.43 -1.18
H -1.02 2.92 -2.36
O -0.24 2.68 -1.87
H 0.25 -2.23 1.17
H 1.44 -1.28 2.28
O 1.08 -2.12 2.42
H 0.98 1.69 -2.77
H 1.82 2.51 -3.84
O 1.76 1.71 -3.34
H 3.17 2.78 -0.97
H 3.31 1.36 -0.61
O 3.23 2.29 -0.18
H 4.45 -0.54 0.87
H 4.16 -1.60 1.96
O 4.65 -0.76 1.85
H 0.99 -0.08 4.48
H -0.71 0.01 4.42
O 0.08 -0.57 4.60
H -3.81 1.89 -0.08
H -4.78 0.90 -0.95
O -4.05 1.51 -0.85
H 2.86 0.47 -2.48
H 1.95 -0.30 -1.44
O 2.84 -0.02 -1.62
H 3.24 -0.03 2.58
H 2.26 1.05 2.16
O 2.35 0.29 2.78
H 4.24 -1.12 -0.62
H 4.77 -2.53 -0.84
O 4.20 -2.00 -0.33
*
```

Mulliken population analysis, charges in e, atoms 1 to 5: C -0.09; N -0.20; C -1.68; C 1.72; C 0.22

# 4
Computed, not measured: a 17-piece molecular cluster, C4H32BO24 overall in a non-equilibrium geometry, with ωB97M-V/def2-TZVPD.

For the energy relative to the best compared isomer or geometry (same formula, charge and spin), the calculation gives 83.1 kcal/mol. The HOMO-LUMO gap is 9.57 eV. The HOMO energy is -7.974 eV. The calculation puts the maximum force at 4.7 eV/Å.

```
! RIJCOSX wB97M-V def2-TZVPD def2/J DEFGRID3
* xyz -1 1
O -0.01 1.16 -3.27
C 0.04 0.84 -2.06
O 0.53 1.58 -1.12
B 0.50 0.78 0.15
O -0.35 -0.42 -0.18
C -0.62 -0.42 -1.46
O -1.32 -1.26 -2.06
O -0.22 1.49 1.27
C 0.54 1.34 2.41
O 0.21 1.56 3.59
C 1.96 0.82 2.00
O 1.89 0.48 0.68
O 2.83 0.49 2.78
O 1.43 5.13 -6.44
H 0.99 5.71 -5.82
H 2.09 4.68 -5.92
O 1.17 -3.65 4.70
H 2.00 -3.63 4.23
H 0.54 -3.96 4.05
O 3.78 -3.71 1.76
H 3.39 -3.66 0.88
H 4.67 -3.38 1.64
O -1.23 -4.46 1.19
H -1.18 -5.18 0.57
H -0.90 -3.70 0.71
O -4.03 2.57 0.10
H -3.75 3.44 -0.18
H -3.48 2.36 0.85
O -4.61 2.21 5.81
H -3.83 1.98 6.30
H -4.99 1.37 5.55
O 4.15 4.23 -0.17
H 3.51 3.89 -0.80
H 3.86 5.13 0.00
O -0.20 -0.93 7.37
H 0.05 -0.02 7.19
H 0.30 -1.44 6.74
O 1.58 -1.52 -6.61
H 0.99 -0.80 -6.42
H 2.43 -1.22 -6.29
O 4.28 2.30 7.41
H 4.09 2.11 6.49
H 4.60 1.47 7.76
O -4.23 -2.03 1.41
H -3.43 -2.55 1.49
H -4.22 -1.71 0.51
O -0.48 0.11 -9.39
H -0.75 0.45 -8.53
H 0.16 -0.57 -9.18
O -3.05 4.07 -6.25
H -2.69 4.15 -7.13
H -2.30 3.81 -5.71
O -1.53 3.09 8.78
H -1.12 3.32 7.95
H -0.81 2.76 9.32
O -1.96 -4.70 -7.48
H -2.62 -4.10 -7.83
H -1.77 -4.36 -6.61
O 0.66 -5.90 -2.32
H 1.29 -6.48 -1.90
H 1.16 -5.10 -2.51
*
```

Mulliken population analysis, charges in e, atoms 1 to 5: O -0.72; C 0.51; O -0.52; B 0.92; O -0.44

# 5
Computed, not measured: C4H32FeO17 as an isolated structure in a non-equilibrium geometry, with ωB97M-V/def2-TZVPD.

For the energy relative to the best compared isomer or geometry (same formula, charge and spin), the calculation gives 23.0 kcal/mol. The HOMO-LUMO gap (alpha / beta) is 8.91 / 8.82 eV. The HOMO energy (alpha / beta) is -9.650 / -9.624 eV. The calculation puts the maximum force at 4.1 eV/Å.

```
! RIJCOSX wB97M-V def2-TZVPD def2/J DEFGRID3
* xyz 0 5
Fe 41.13 -4.52 38.59
C 37.50 -6.35 37.79
C 38.85 -5.68 38.08
O 39.75 -6.31 38.61
O 39.06 -4.51 37.75
H 37.76 -7.31 37.35
H 36.97 -5.74 37.05
H 36.81 -6.46 38.63
C 42.76 -0.70 38.40
C 42.07 -2.11 38.31
O 40.91 -2.32 37.91
O 42.77 -3.08 38.65
H 42.10 0.16 38.49
H 43.41 -0.46 37.56
H 43.40 -0.67 39.28
O 36.14 -6.31 41.48
H 35.46 -6.89 41.12
H 36.96 -6.72 41.23
O 34.12 -7.28 37.63
H 34.32 -6.44 37.23
H 33.25 -7.17 38.01
O 37.04 -2.65 37.14
H 37.63 -2.01 36.72
H 37.62 -3.27 37.56
O 34.42 -7.96 40.34
H 33.74 -8.63 40.35
H 34.54 -7.76 39.41
O 36.98 -6.48 34.16
H 36.28 -7.09 34.39
H 36.53 -5.71 33.82
O 38.37 -4.04 34.77
H 38.41 -5.00 34.82
H 38.17 -3.77 35.67
O 40.57 -8.92 39.26
H 40.24 -8.11 38.87
H 41.34 -8.65 39.75
O 42.31 -5.79 39.92
H 42.42 -5.78 40.87
H 42.73 -6.61 39.64
O 39.39 -7.55 34.80
H 39.14 -8.47 34.85
H 38.56 -7.07 34.87
O 41.88 -5.27 36.75
H 42.28 -4.85 35.99
H 41.48 -6.07 36.41
O 36.53 -10.79 36.86
H 36.96 -10.12 37.39
H 36.27 -11.47 37.48
O 37.52 -9.52 39.24
H 38.42 -9.84 39.17
H 37.60 -8.69 39.71
O 38.48 -7.61 40.91
H 39.02 -8.00 41.60
H 39.10 -7.11 40.38
*
```

Mulliken population analysis, charges in e, atoms 1 to 5: Fe 0.55; C -0.43; C 1.28; O -0.64; O -0.91